DFT (ωB97M-V with the def2-TZVPD basis set) results for a structure of composition C63H39Cl4N5SSb2Se4Tc in a non-equilibrium geometry.

Each line ends with the Mulliken spin population.
Cartesian coordinates (Å):
Sb 1.782006 -3.516895 -2.410013  -0.0064
Sb 0.656006 1.383105 -3.437913  0.0141
Tc -0.198394 -0.483395 0.068987  1.2200
Se -0.634394 -3.199895 -1.731113  0.1715
Se 3.322506 -4.772695 -1.012813  -0.0030
Se 0.385106 -5.274195 -3.607113  0.7596
Se 2.908706 -2.215295 -4.132913  -0.0046
Cl 7.553906 -4.729995 4.734487  0.0059
Cl 0.421006 -8.012095 4.813987  0.0024
Cl -0.034294 6.868205 6.353087  0.0008
Cl -9.066894 2.459205 -0.403913  -0.0005
S 0.380606 1.592205 -1.067513  0.0398
N 1.584906 -2.592095 1.349287  0.0840
N 1.655106 0.303005 1.951487  0.1362
N -1.359294 0.950805 1.153687  -0.0656
N -1.435794 -0.711195 -2.726313  0.0425
N -1.952694 -1.520495 0.633987  -0.0527
C -2.937494 2.594905 0.925887  -0.0602
C -0.709694 4.892405 -5.642013  0.0004
C -1.179394 -2.765395 -5.765913  0.0039
C -0.908394 -1.230895 -1.717913  -0.0154
C -0.843294 3.539605 4.326887  0.0154
C 2.704506 -1.378595 -0.376813  0.0102
C -3.455594 -2.771595 -5.003213  0.0028
C 4.438606 -2.154995 2.716487  0.0208
C 3.425906 -1.383195 2.052287  0.1427
C -1.810094 -1.468995 -3.844013  -0.0044
C -1.661194 5.195005 -3.466313  0.0016
C -2.483594 -3.216395 -5.883013  0.0121
C -0.101194 3.730805 -5.207513  0.0001
C 0.998006 -6.378095 2.736487  -0.0147
C 2.446206 1.701605 3.588887  -0.0532
C -1.494594 5.628705 -4.769913  0.0001
C -1.048594 4.027705 -3.040213  0.0056
C -3.127394 -1.896495 -3.984313  0.0171
C 2.806006 3.543505 -2.803113  0.0001
C 5.158406 -3.120795 1.993687  0.0694
C 3.359706 0.723005 3.444487  0.0527
C 0.206906 3.436205 3.412887  -0.0269
C -1.940094 -2.831595 1.000187  -0.1434
C 2.851206 -0.181095 2.441087  -0.1529
C -1.045994 -5.927695 3.940087  -0.0156
C 4.041306 4.167405 -2.807813  0.0008
C 4.957906 2.315605 -4.021913  0.0005
C -3.577094 0.231205 0.387887  -0.0429
C -7.209094 1.063305 0.964887  0.0053
C 5.617906 -2.844495 4.718487  -0.0370
C -3.270894 -3.326295 1.001187  0.1477
C 6.353406 -3.745095 3.963387  0.0656
C 5.119106 3.555505 -3.427313  -0.0001
C 4.672006 -2.057395 4.096187  0.0632
C -0.902394 2.083005 1.740587  -0.0492
C 0.104606 -6.675695 3.749987  0.0265
C -5.945794 0.525105 1.135787  -0.0242
C -0.928994 4.584605 5.225187  -0.0024
C 6.117906 -3.897995 2.606087  -0.0359
C 0.053406 5.559305 5.213187  0.0091
C -2.627494 1.213505 0.707287  0.1193
C -7.488694 1.767805 -0.193813  -0.0050
C -0.262094 3.290205 -3.905913  0.0014
C -1.874694 3.130405 1.575187  0.1032
C 1.384206 1.431205 2.634387  -0.0024
C -6.525294 1.962105 -1.168713  0.0049
C -0.838994 -1.882095 -4.758713  -0.0089
C 2.641706 2.304205 -3.404013  0.0022
C 2.625406 -1.923295 0.951787  -0.0104
C 0.360606 -2.410995 0.921387  0.0941
C 1.103806 5.493405 4.313387  -0.0025
C 1.565406 -1.003895 -0.990313  0.0404
C 3.724506 1.682205 -4.005713  -0.0009
C -3.257394 -1.128195 0.489887  0.1671
C 0.260006 2.262505 2.514487  0.1211
C -4.087094 -2.275395 0.661587  -0.0952
C -0.397994 -4.524895 2.080987  0.0486
C 0.749006 -5.301795 1.906587  0.0394
C -0.653294 -3.330895 1.295387  0.1019
C 1.174906 4.438905 3.418887  0.0228
C -5.264594 1.426905 -0.981013  -0.0258
C -4.959494 0.702605 0.169087  -0.0611
C -1.294594 -4.862795 3.100287  0.0203
H -1.181494 3.686305 -2.021113  -0.0023
H -1.727394 -6.173395 4.741987  -0.0005
H -5.705394 -0.006695 2.045487  -0.0013
H -5.160094 -2.283495 0.577387  -0.0041
H -3.869594 -1.577695 -3.264213  -0.0010
H -2.278694 5.762805 -2.782013  0.0000
H 1.952306 4.019405 -2.333513  -0.0006
H -2.180994 -4.262695 3.250387  -0.0012
H -6.753394 2.530905 -2.058013  0.0001
H 6.673106 -4.621495 2.030487  -0.0015
H 4.071206 -1.391495 4.694687  0.0073
H -4.496794 1.591905 -1.723313  -0.0049
H 4.169006 5.131905 -2.331013  0.0000
H 1.709506 -0.633595 -2.011313  0.0032
H -1.984894 6.530805 -5.112513  0.0000
H -3.854994 3.081605 0.649887  -0.0141
H 3.615706 0.701005 -4.456713  -0.0003
H 1.860406 6.264305 4.309987  -0.0004
H -2.739094 -3.932095 -6.649213  0.0009
H 1.447806 -5.087795 1.112087  0.0094
H 2.475006 2.516505 4.288187  -0.0042
H -4.471094 -3.137895 -5.081413  -0.0001
H -1.745194 4.152105 1.881887  0.0049
H -1.747594 4.637705 5.927887  0.0006
H 5.775506 -2.768195 5.785087  -0.0016
H -1.602694 2.772605 4.341787  0.0010
H 0.507206 3.145605 -5.882113  -0.0003
H 0.189606 -1.543295 -4.666213  -0.0030
H 4.956306 -3.273295 0.943387  0.0122
H 4.299506 0.622605 3.950787  0.0033
H 6.083306 4.050005 -3.451613  0.0000
H -3.564594 -4.340295 1.202887  -0.0028
H -0.407394 -3.145095 -6.419413  -0.0032
H -7.964094 0.948905 1.729087  0.0002
H 3.678806 -1.276195 -0.843713  -0.0120
H 5.803006 1.838705 -4.498813  0.0000
H 1.879006 -6.983195 2.592687  -0.0008
H -0.581094 5.219805 -6.665313  0.0000
H 1.992206 4.396705 2.712787  0.0032

Cartesian forces, eV/Å:
Sb 0.7566 -1.2003 -1.0367
Sb 0.4880 0.1999 0.1668
Tc 0.1660 -0.8833 0.9824
Se -0.1732 -0.7890 -0.7553
Se -0.1415 0.0770 0.1847
Se 0.0834 -0.0672 0.0223
Se -0.2262 0.1829 0.2199
Cl 0.2031 -0.1517 0.1567
Cl 0.0767 -0.2610 0.1873
Cl 0.0189 0.1880 0.1107
Cl -0.2707 0.0995 -0.0496
S 0.0365 -0.0075 0.2194
N 1.4980 0.2663 0.2816
N -0.7751 0.1669 -0.4663
N -0.1090 -0.2599 -0.2191
N -0.3554 0.6626 0.2020
N -0.0169 0.1296 -0.0981
C 0.1319 0.0545 -0.0273
C 0.0176 0.1354 -0.2423
C -0.0736 0.0784 0.0459
C 0.3337 -0.1533 0.1445
C 0.0952 -0.0542 0.0262
C -0.0494 -0.2633 -0.3642
C -0.0868 -0.0359 0.0220
C 0.4528 -0.2753 0.3148
C -0.5518 0.6315 -0.0462
C 0.0882 -0.3873 -0.2562
C -0.1063 0.1184 0.0287
C -0.0459 -0.1071 -0.1700
C 0.0330 -0.0054 -0.1060
C -0.0764 -0.0908 0.1605
C 0.4048 -0.1648 0.1947
C -0.0975 0.1307 -0.0725
C -0.0959 -0.0099 0.3250
C 0.1032 0.1825 0.0840
C 0.0119 0.1331 0.0465
C -0.1232 0.2397 0.0855
C -0.0623 0.2751 0.2428
C 0.0504 0.2823 0.2321
C 1.2465 0.2921 0.2465
C 0.3825 -0.3223 0.0937
C 0.0225 -0.1666 0.0568
C -0.0159 0.1708 0.0976
C 0.2563 -0.0137 -0.0442
C 0.2583 -0.3831 0.0142
C -0.0910 -0.0299 -0.0862
C 0.2110 -0.0739 0.0063
C -0.4817 0.1362 -0.0364
C -0.2107 0.0981 -0.1057
C 0.1411 0.0260 -0.0572
C -0.0574 0.0314 -0.1769
C 0.3895 0.3793 0.3541
C -0.0602 0.1589 -0.1150
C 0.1084 0.0228 -0.0988
C 0.0181 0.1245 0.0278
C 0.0666 0.0093 0.1399
C 0.0340 -0.1812 -0.1276
C -0.1928 -0.0889 0.1398
C 0.1774 0.0041 0.0983
C 0.0985 -0.5125 0.2033
C -0.1536 -0.0122 -0.1659
C 0.0469 -0.3092 -0.1257
C -0.1268 -0.0018 0.0147
C -0.0259 0.2986 -0.0666
C -0.7175 -0.2360 -0.1150
C -1.2747 -0.3274 0.0472
C -0.8681 1.2997 -0.4108
C 0.0040 0.1627 0.1015
C 0.1775 0.5925 -0.0921
C 0.0075 -0.0541 -0.0800
C 0.5191 0.4731 -0.1281
C -0.2566 -0.1154 -0.4003
C -0.0685 -0.3180 0.0964
C -0.1541 -0.1381 0.0157
C -0.0925 0.0406 -0.0136
C -0.7203 0.4904 -0.0163
C -0.1473 -0.0338 -0.0575
C 0.0013 -0.0552 0.0621
C -0.0894 -0.0675 -0.1111
C 0.0678 -0.0511 -0.0579
H -0.0148 -0.0443 0.0869
H -0.0188 -0.0350 0.0367
H 0.0300 -0.0505 0.0497
H -0.1031 -0.0144 -0.0254
H -0.0067 0.0320 0.0718
H -0.0222 0.0293 0.0500
H 0.0485 0.0523 0.0566
H 0.0056 0.0752 0.0393
H -0.0549 0.0190 -0.0354
H 0.0622 -0.1018 -0.0122
H -0.0764 0.0224 0.0282
H 0.0967 -0.0542 -0.0614
H -0.0235 0.0414 0.0069
H -0.0516 -0.1696 0.3093
H -0.0076 0.0586 -0.0054
H -0.0832 0.0668 -0.0178
H -0.0263 0.0227 0.0337
H 0.0269 0.0620 0.0145
H -0.0417 -0.1000 -0.1142
H 0.0494 0.0849 -0.1540
H 0.0749 0.0691 0.0302
H -0.0521 -0.0051 -0.0409
H -0.0373 0.0712 0.0971
H -0.0141 0.0395 0.0587
H 0.0393 -0.0387 0.0259
H -0.0465 -0.1043 -0.0348
H 0.0924 -0.0113 -0.2414
H -0.1345 -0.1058 0.1367
H -0.0953 0.0210 -0.1696
H 0.1629 0.0043 0.1225
H 0.0203 -0.0244 0.0243
H -0.0331 -0.1140 0.0578
H 0.0549 0.0297 -0.0540
H -0.0687 -0.0052 -0.0056
H -0.0076 -0.0736 -0.0922
H 0.0723 -0.0782 -0.0384
H 0.1023 -0.0618 -0.0046
H 0.0136 0.0441 -0.0668
H 0.0249 -0.0396 -0.0671

Its strongest force on any atom is 1.757 eV/A. For the molar mass, the calculation gives 1697.28 g/mol. As for the electronic energy: -15103.939438 hartree. Its total charge is -2. As for the spin multiplicity: 4.